Computed, not measured: a 2-piece molecular cluster, C3H6N2O overall at a distorted geometry, with wB97M-V/def2-TZVPD.

Results
SMILES: C/C=[NH+]\[O-].C#N
Charge: 0
E: -302.52368 Ha

Each line ends with the Mulliken charge.
Cartesian coordinates (Å):
C (-2.902, 0.154, -0.706)  0.313
C (0.932, -0.301, 0.741)  -0.038
C (2.133, 0.211, 0.041)  -0.947
N (-3.065, -0.453, 0.282)  -0.627
N (-0.287, -0.195, 0.250)  0.074
O (-0.782, 0.509, -0.714)  -0.624
H (-3.108, 0.657, -1.670)  0.258
H (1.142, -0.798, 1.650)  0.380
H (2.042, 1.158, -0.380)  0.324
H (2.134, -0.418, -0.928)  0.243
H (2.985, 0.165, 0.685)  0.312
H (-1.224, -0.688, 0.748)  0.334

=====

Computed, not measured: a 2-piece molecular cluster, C3H6N2O2 overall at a distorted geometry, with wB97M-V/def2-TZVPD.

Results
SMILES: CNC=O.N=C=O
Charge: 0
E: -377.89682 Ha

Each line ends with the Mulliken charge.
Cartesian coordinates (Å):
C (0.788, 1.643, 1.448)  -0.811
N (0.621, 0.506, 0.576)  -0.066
C (0.963, -0.767, 0.930)  0.120
O (1.628, -1.029, 1.910)  -0.572
H (0.188, 0.678, -0.319)  0.254
H (0.808, -1.529, 0.141)  0.263
H (1.241, 2.468, 0.895)  0.302
H (-0.174, 1.970, 1.847)  0.272
H (1.443, 1.346, 2.267)  0.286
N (-1.982, -1.595, -3.048)  -0.368
C (-1.621, -1.103, -2.018)  0.476
O (-1.383, -0.196, -1.316)  -0.439
H (-2.519, -2.391, -3.311)  0.283

=====

Computed, not measured: C3H6N2O2 as an isolated structure at a distorted geometry, with wB97M-V/def2-TZVPD.

Results
Charge: 0
E: -377.78097 Ha

Each line ends with the Mulliken charge.
Cartesian coordinates (Å):
C (-0.533, -0.447, 1.082)  -0.534
C (-0.542, -1.074, -0.236)  0.646
C (0.104, 0.658, 0.218)  0.399
N (-0.674, 1.712, -0.268)  -0.506
O (1.133, -1.500, -0.569)  -0.631
N (1.405, 0.564, -0.078)  -0.561
O (-1.336, -1.439, -1.049)  -0.472
H (1.155, -1.586, -1.537)  0.293
H (-0.163, 2.587, -0.274)  0.298
H (-1.104, 1.543, -1.171)  0.239
H (1.943, 0.089, 0.647)  0.283
H (-1.539, -0.218, 1.429)  0.295
H (0.150, -0.889, 1.805)  0.251

=====

Computed, not measured: a 2-piece molecular cluster, C3H6N2O2 overall at a distorted geometry, with wB97M-V/def2-TZVPD.

Results
Charge: 0
E: -377.74045 Ha

Each line ends with the Mulliken charge.
Cartesian coordinates (Å):
C (2.026, 0.949, 0.499)  -0.429
C (-1.449, -0.008, -0.063)  0.668
C (-0.445, 0.503, -0.974)  -0.666
N (-1.561, -1.356, 0.291)  -0.364
N (1.324, -0.052, 0.199)  0.205
O (-2.123, 0.802, 0.546)  -0.591
O (1.428, -1.268, 0.185)  -0.503
H (3.050, 0.914, 0.722)  0.324
H (1.604, 1.878, 0.629)  0.277
H (-0.253, 1.517, -1.071)  0.419
H (-0.045, -0.077, -1.867)  0.257
H (-1.348, -2.187, -0.157)  0.178
H (-2.209, -1.615, 1.062)  0.226

=====

Computed, not measured: one molecule with the formula C3H6N2O2, with wB97M-V/def2-TZVPD.

Results
Charge: 0
E: -377.84782 Ha

Each line ends with the Mulliken charge.
Cartesian coordinates (Å):
N (0.712, -0.691, -1.562)  -0.577
C (0.222, -0.197, -0.348)  0.538
O (0.934, -0.587, 0.850)  -0.524
C (0.155, 1.324, -0.149)  -0.533
O (-0.232, 1.307, 1.234)  -0.435
C (-0.289, -0.080, 1.425)  0.333
N (-1.090, -0.571, 0.295)  -0.664
H (0.765, -1.703, -1.578)  0.258
H (0.150, -0.365, -2.341)  0.270
H (-0.610, 1.804, -0.765)  0.319
H (1.130, 1.801, -0.272)  0.298
H (-0.507, -0.346, 2.457)  0.444
H (-1.083, -1.591, 0.368)  0.272

=====

Computed, not measured: a 2-piece molecular cluster, C3H6N2O2 overall, with wB97M-V/def2-TZVPD.

Results
SMILES: [H]/N=C/OC=C=O.N
Charge: 0
E: -377.83489 Ha

Each line ends with the Mulliken charge.
Cartesian coordinates (Å):
N (0.905, -1.136, 1.024)  -0.692
C (-0.548, 0.119, 1.569)  0.839
O (-0.441, 0.301, 2.741)  -0.548
C (-1.185, 0.327, 0.411)  -0.587
O (-0.862, -0.319, -0.790)  -0.348
C (-0.201, 0.411, -1.717)  0.082
N (0.290, 1.555, -1.507)  -0.577
H (1.491, -1.187, 1.853)  0.282
H (1.443, -0.781, 0.239)  0.275
H (-2.010, 1.028, 0.382)  0.361
H (0.546, -2.059, 0.800)  0.280
H (-0.161, -0.162, -2.649)  0.390
H (0.735, 1.902, -2.354)  0.244

=====

Computed, not measured: one molecule with the formula C3H6N2O2 at a distorted geometry, with wB97M-V/def2-TZVPD.

Results
Charge: 0
E: -377.73312 Ha

Each line ends with the Mulliken charge.
Cartesian coordinates (Å):
O (0.949, -1.269, -1.201)  -0.662
C (0.429, -0.429, -0.468)  0.518
N (-0.031, -0.689, 0.773)  -0.086
C (-0.731, 0.226, 1.663)  0.011
O (-1.947, -0.155, 1.884)  -0.613
C (0.297, 0.938, -0.912)  -0.229
N (1.101, 1.404, -1.926)  -0.615
H (-0.313, -1.659, 0.907)  0.289
H (-0.138, 0.331, 2.597)  0.274
H (-0.637, 1.242, 1.176)  0.000
H (-0.343, 1.672, -0.435)  0.421
H (1.983, 0.888, -1.805)  0.332
H (0.822, 0.952, -2.806)  0.358

=====

Computed, not measured: C3H6N2O2 as an isolated structure at a distorted geometry, with wB97M-V/def2-TZVPD.

Results
Charge: 0
E: -377.80908 Ha

Each line ends with the Mulliken charge.
Cartesian coordinates (Å):
C (1.692, 0.459, -0.012)  -0.311
C (0.372, 1.131, -0.031)  -0.651
C (-0.608, -0.015, -0.022)  0.681
N (1.589, -0.810, 0.019)  -0.599
N (0.304, -1.112, 0.229)  -0.109
O (-1.562, 0.094, 1.013)  -0.518
O (-1.300, -0.223, -1.299)  -0.526
H (2.624, 0.864, 0.017)  0.508
H (0.096, 1.743, 0.833)  0.259
H (0.142, 1.957, -0.835)  0.282
H (0.117, -2.315, -0.244)  0.319
H (-1.621, -0.748, 1.405)  0.321
H (-1.845, -1.023, -1.074)  0.344

=====

Computed, not measured: a 2-piece molecular cluster, C3H6N2O2 overall, with wB97M-V/def2-TZVPD.

Results
Charge: 0
E: -377.78952 Ha

Each line ends with the Mulliken charge.
Cartesian coordinates (Å):
N (0.706, 1.794, -0.183)  -0.426
C (1.038, 0.532, 0.010)  0.876
O (2.186, -0.030, -0.132)  -0.391
C (1.082, -0.612, 0.851)  -0.425
O (-1.292, -1.125, 1.180)  -0.678
C (-1.657, -0.926, 0.000)  0.028
N (-1.076, -0.079, -0.841)  -0.599
H (1.295, 2.318, -0.820)  0.264
H (-0.302, 1.884, -0.290)  0.359
H (1.364, -0.499, 1.892)  0.288
H (0.712, -1.558, 0.494)  0.242
H (-2.522, -1.518, -0.381)  0.344
H (-1.512, -0.139, -1.758)  0.120

=====

Computed, not measured: one molecule with the formula C3H6N2O2 at a distorted geometry, with wB97M-V/def2-TZVPD.

Results
SMILES: [H]/N=C/N(C=O)OC
Charge: 0
E: -377.74834 Ha

Each line ends with the Mulliken charge.
Cartesian coordinates (Å):
C (-0.318, 1.282, 1.696)  -0.649
C (0.190, 0.413, -1.329)  0.102
C (0.505, -1.369, 0.531)  0.119
H (0.649, 0.899, 2.361)  0.242
H (-0.007, 2.152, 1.160)  0.305
H (-1.158, 1.692, 2.146)  0.327
H (0.967, -0.108, -2.052)  0.298
H (-0.526, 1.790, -2.579)  0.217
H (-0.140, -1.478, 1.457)  0.321
N (-0.112, -0.235, -0.117)  0.243
N (-0.508, 1.456, -1.662)  -0.581
O (-0.880, 0.277, 0.735)  -0.409
O (1.167, -2.209, -0.163)  -0.536

=====

Computed, not measured: one molecule with the formula C3H6N2O2 at a distorted geometry, with wB97M-V/def2-TZVPD.

Results
SMILES: NCC(=O)NC=O
Charge: 0
E: -377.90838 Ha

Each line ends with the Mulliken charge.
Cartesian coordinates (Å):
O (-0.005, -1.076, 1.575)  -0.571
C (-0.134, -0.415, 0.574)  0.525
N (0.356, -0.972, -0.638)  -0.179
C (0.560, -0.135, -1.754)  -0.044
O (1.628, -0.030, -2.280)  -0.489
C (-0.963, 0.809, 0.491)  -0.638
N (-1.229, 1.531, 1.725)  -0.650
H (1.165, -1.562, -0.505)  0.292
H (-0.329, 0.342, -2.178)  0.441
H (-1.916, 0.518, 0.033)  0.334
H (-0.557, 1.554, -0.200)  0.416
H (-1.423, 0.858, 2.471)  0.298
H (-0.345, 1.857, 2.097)  0.264

=====

Computed, not measured: one molecule with the formula C3H6N2O2, with wB97M-V/def2-TZVPD.

Results
SMILES: NC(=O)CNC=O
Charge: 0
E: -377.94303 Ha

Each line ends with the Mulliken charge.
Cartesian coordinates (Å):
N (1.101, -1.075, 0.796)  -0.313
C (0.280, -0.175, 1.397)  0.593
O (0.414, 0.205, 2.547)  -0.624
C (-0.857, 0.348, 0.508)  -0.594
O (-0.251, -0.985, -1.823)  -0.612
C (-0.133, 0.231, -1.806)  0.032
N (-0.395, 0.986, -0.717)  -0.124
H (1.873, -1.442, 1.331)  0.216
H (0.900, -1.439, -0.128)  0.219
H (-1.438, 1.056, 1.099)  0.320
H (-1.503, -0.489, 0.221)  0.282
H (0.200, 0.802, -2.688)  0.374
H (-0.192, 1.976, -0.737)  0.232

=====

Computed, not measured: one molecule with the formula C3H6N2O2, with wB97M-V/def2-TZVPD.

Results
SMILES: [H]/N=C/OCC(N)=O
Charge: 0
E: -377.91173 Ha

Each line ends with the Mulliken charge.
Cartesian coordinates (Å):
N (0.022, 1.578, -0.900)  -0.420
C (0.155, 1.338, 0.436)  0.519
O (0.886, 1.966, 1.178)  -0.590
C (-0.737, 0.210, 0.975)  -0.461
O (0.021, -0.989, 1.171)  -0.345
C (0.377, -1.674, 0.083)  0.120
N (0.060, -1.351, -1.102)  -0.601
H (0.723, 2.187, -1.298)  0.255
H (-0.266, 0.785, -1.463)  0.277
H (-1.595, 0.010, 0.326)  0.386
H (-1.068, 0.496, 1.973)  0.257
H (0.975, -2.538, 0.382)  0.382
H (0.447, -2.019, -1.762)  0.223

=====

Computed, not measured: a 2-piece molecular cluster, C3H6N2O2 overall, with wB97M-V/def2-TZVPD.

Results
Charge: 0
E: -377.82471 Ha

Each line ends with the Mulliken charge.
Cartesian coordinates (Å):
N (-0.075, -1.144, -1.460)  -0.310
C (0.884, -0.265, -1.099)  0.531
O (1.671, 0.279, -1.855)  -0.599
C (1.046, -0.033, 0.384)  -0.160
O (-0.771, -0.866, 1.190)  -0.679
C (-1.329, 0.273, 1.231)  0.102
N (-0.664, 1.306, 0.848)  -0.498
H (-0.235, -1.316, -2.440)  0.223
H (-0.718, -1.483, -0.757)  0.250
H (1.586, 0.880, 0.598)  0.257
H (1.378, -0.891, 0.962)  0.257
H (-2.367, 0.334, 1.588)  0.440
H (-1.133, 2.212, 0.855)  0.186

=====

Computed, not measured: one molecule with the formula C3H6N2O2, with wB97M-V/def2-TZVPD.

Results
SMILES: [H]/N=C(/NC=O)OC
Charge: 0
E: -377.90442 Ha

Each line ends with the Mulliken charge.
Cartesian coordinates (Å):
C (1.610, -1.034, -0.894)  -0.773
O (1.166, -0.144, 0.126)  -0.347
C (-0.116, 0.312, 0.069)  0.656
N (-0.822, 0.648, -0.925)  -0.671
N (-0.586, 0.384, 1.371)  -0.124
C (-1.821, 0.834, 1.798)  0.043
O (-2.141, 0.803, 2.964)  -0.532
H (2.551, -1.464, -0.536)  0.230
H (1.806, -0.535, -1.849)  0.315
H (0.866, -1.822, -1.050)  0.360
H (-0.287, 0.595, -1.785)  0.241
H (0.028, 0.009, 2.076)  0.240
H (-2.469, 1.207, 0.989)  0.361

=====

Computed, not measured: a 2-piece molecular cluster, C3H6N2O2 overall at a distorted geometry, with wB97M-V/def2-TZVPD.

Results
Charge: 0
E: -377.71475 Ha

Each line ends with the Mulliken charge.
Cartesian coordinates (Å):
C (0.366, 2.262, -0.212)  -0.031
C (-0.577, -0.520, 0.077)  0.547
C (-0.320, -1.790, -0.684)  -1.060
N (0.198, 2.687, 0.923)  -0.343
N (0.321, -0.336, 1.080)  0.144
O (-1.534, 0.200, 0.069)  -0.494
O (0.185, 0.619, 1.909)  -0.376
H (0.348, 2.837, -1.096)  0.369
H (0.558, 1.146, -0.483)  0.152
H (-0.758, -1.679, -1.602)  0.351
H (-0.842, -2.747, -0.291)  0.263
H (0.826, -1.911, -0.720)  0.278
H (1.229, -0.768, 1.031)  0.199

=====

Computed, not measured: one molecule with the formula C3H6N2O2, with wB97M-V/def2-TZVPD.

Results
SMILES: [H]/N=C(\O)OC(=C)N
Charge: 0
E: -377.88911 Ha

Each line ends with the Mulliken charge.
Cartesian coordinates (Å):
C (0.384, 0.752, 1.148)  0.683
C (-0.427, -0.617, -0.544)  0.722
N (0.615, -1.461, -0.863)  -0.489
C (-1.421, -0.252, -1.345)  -0.936
O (-0.454, -0.240, 0.804)  -0.417
O (0.260, 1.081, 2.445)  -0.477
N (1.172, 1.275, 0.325)  -0.639
H (-0.418, 0.534, 2.864)  0.344
H (1.463, -1.308, -0.336)  0.265
H (0.758, -1.573, -1.851)  0.207
H (1.742, 2.019, 0.706)  0.242
H (-2.227, 0.353, -0.982)  0.259
H (-1.446, -0.563, -2.372)  0.235

=====

Computed, not measured: one molecule with the formula C3H6N2O2 at a distorted geometry, with wB97M-V/def2-TZVPD.

Results
Spin multiplicity: 3
<S²>: 2.016
Charge: 0
E: -377.61176 Ha

Each line ends with the Mulliken charge.
Cartesian coordinates (Å):
C (1.611, 0.859, 0.244)  -0.999
C (0.421, 0.298, 0.288)  0.495
C (-0.649, 0.118, -0.943)  -0.602
N (-1.051, -1.209, -1.313)  -0.537
N (-0.126, 0.036, 1.646)  0.900
O (0.665, 0.157, 2.540)  -0.454
O (-1.286, -0.258, 1.664)  -0.612
H (2.133, 1.104, 1.110)  0.366
H (1.889, 1.132, -0.747)  0.237
H (-1.520, 0.634, -0.893)  0.402
H (0.062, 0.463, -1.677)  0.271
H (-0.263, -1.811, -1.133)  0.249
H (-1.887, -1.523, -0.786)  0.284